Record 1
A 4-piece molecular cluster, C14H29Cl6O2S overall in a non-equilibrium geometry. Source: the OMol25 dataset; level of theory: ωB97M-V/def2-TZVPD.

Properties
HOMO	-0.4457	hartree
energy relative to the best compared isomer or geometry (same formula, charge and spin)	107.2	kcal/mol
orbital gap	0.3068	hartree
charge	+1
E	-105041.4831	eV

Geometry (Å):
C  -3.94  -0.27  2.99
C  -3.36  -0.22  1.45
O  -4.02  -0.97  0.52
O  -2.22  0.56  0.97
C  -1.13  0.64  1.95
C  0.38  0.69  1.31
C  0.50  0.15  -0.23
C  0.81  1.37  -1.33
C  -0.57  1.60  -2.19
C  -0.41  2.59  -3.49
S  -1.05  4.35  -3.12
H  -4.62  -1.25  3.06
H  -3.11  -0.42  3.81
H  -4.65  0.62  3.27
H  -1.25  1.62  2.61
H  -1.18  -0.33  2.63
H  1.08  0.00  2.00
H  0.79  1.79  1.34
H  1.46  -0.56  -0.28
H  -0.40  -0.50  -0.60
H  1.20  2.35  -0.79
H  1.67  1.04  -2.08
H  -1.37  2.03  -1.41
H  -0.89  0.54  -2.61
H  -1.15  2.18  -4.33
H  0.65  2.59  -3.98
H  -1.21  5.02  -4.38
H  -0.09  5.08  -2.38
Cl  0.78  -5.38  -2.71
C  -0.48  -4.26  -2.14
C  -0.52  -2.98  -2.97
Cl  0.91  -1.96  -2.70
H  -0.30  -4.05  -1.09
H  -1.43  -4.79  -2.23
H  -1.39  -2.39  -2.68
H  -0.59  -3.20  -4.04
Cl  4.77  1.72  0.54
C  5.38  3.27  -0.10
C  4.25  4.19  -0.55
Cl  3.41  3.57  -2.00
H  6.07  3.05  -0.92
H  5.95  3.75  0.70
H  4.65  5.17  -0.81
H  3.50  4.32  0.24
Cl  -1.40  -2.45  4.87
C  -1.41  -4.07  4.14
C  -0.29  -4.25  3.12
Cl  -0.56  -3.26  1.66
H  -2.39  -4.24  3.69
H  -1.28  -4.79  4.95
H  -0.24  -5.29  2.79
H  0.68  -3.97  3.53

Taken from the natural (NBO) analysis, the atomic charges in e are: C -0.758; C 0.784; O -0.578; O -0.555; C -0.097; C -0.435; C -0.431; C -0.421; C -0.452; C -0.498; S 0.315; H 0.268; H 0.252; H 0.262; H 0.189; H 0.208; H 0.241; H 0.205; H 0.240; H 0.235; H 0.213; H 0.227; H 0.245; H 0.264; H 0.280; H 0.278; H 0.243; H 0.241; Cl -0.050; C -0.397; C -0.386; Cl -0.071; H 0.232; H 0.231; H 0.222; H 0.229; Cl -0.050; C -0.396; C -0.382; Cl -0.083; H 0.232; H 0.235; H 0.231; H 0.223; Cl -0.065; C -0.389; C -0.387; Cl -0.071; H 0.230; H 0.234; H 0.233; H 0.229

=====

Record 2
A 3-piece molecular cluster, C14H29N2O4S2 overall in a non-equilibrium geometry. Source: the OMol25 dataset; level of theory: ωB97M-V/def2-TZVPD.

Properties
HOMO	-0.4587	hartree
orbital gap	0.3325	hartree
charge	+1
E	-47819.2405	eV

Geometry (Å):
C  0.24  0.58  1.21
C  -0.08  0.91  -0.06
N  -1.42  1.38  -0.47
C  -2.39  0.24  -0.39
C  -3.23  0.21  0.85
N  -4.00  1.49  0.87
C  -3.02  2.53  1.20
C  -1.87  2.67  0.20
H  0.59  -0.43  1.37
H  0.20  1.31  2.01
H  0.66  0.80  -0.84
H  -1.32  1.60  -1.46
H  -1.82  -0.69  -0.47
H  -3.04  0.30  -1.26
H  -3.91  -0.63  0.84
H  -2.61  0.22  1.75
H  -4.58  1.42  1.70
H  -2.63  2.43  2.22
H  -3.55  3.49  1.19
H  -2.08  3.42  -0.56
H  -1.02  3.05  0.75
C  4.76  0.47  4.45
C  4.63  -0.71  3.47
C  3.51  -0.36  2.49
S  3.47  1.43  2.38
O  2.22  1.91  2.91
O  3.93  1.84  1.07
C  4.76  1.73  3.58
H  5.67  0.40  5.05
H  3.91  0.49  5.13
H  5.57  -0.84  2.93
H  4.42  -1.64  4.00
H  3.69  -0.77  1.50
H  2.54  -0.69  2.85
H  4.54  2.64  4.13
H  5.70  1.84  3.04
C  -2.13  -1.49  -4.80
C  -2.06  -3.02  -4.88
C  -0.83  -3.47  -4.08
S  -0.58  -2.22  -2.81
O  0.67  -1.55  -3.06
O  -0.90  -2.76  -1.51
C  -1.91  -1.14  -3.33
H  -3.08  -1.10  -5.17
H  -1.33  -1.05  -5.41
H  -2.96  -3.44  -4.45
H  -2.00  -3.36  -5.91
H  -0.99  -4.43  -3.60
H  0.06  -3.50  -4.69
H  -1.62  -0.11  -3.17
H  -2.78  -1.39  -2.73

Taken from the natural (NBO) analysis, the atomic charges in e are: C -0.383; C -0.055; N -0.381; C -0.238; C -0.258; N -0.598; C -0.256; C -0.237; H 0.239; H 0.256; H 0.248; H 0.440; H 0.266; H 0.227; H 0.244; H 0.190; H 0.374; H 0.187; H 0.235; H 0.235; H 0.241; C -0.406; C -0.403; C -0.677; S 2.167; O -0.969; O -0.933; C -0.671; H 0.237; H 0.216; H 0.217; H 0.232; H 0.257; H 0.237; H 0.262; H 0.249; C -0.409; C -0.401; C -0.677; S 2.166; O -0.939; O -0.951; C -0.674; H 0.235; H 0.223; H 0.215; H 0.240; H 0.263; H 0.259; H 0.222; H 0.235

=====

Record 3
A 6-piece molecular cluster, C14H29N2O6 overall in a non-equilibrium geometry. Source: the OMol25 dataset; level of theory: ωB97M-V/def2-TZVPD.

Properties
HOMO	0.1132	hartree
energy relative to the best compared isomer or geometry (same formula, charge and spin)	30.4	kcal/mol
orbital gap	0.0974	hartree
charge	-3
E	-30238.0064	eV

Geometry (Å):
N  -0.34  -0.08  0.42
H  0.54  -0.36  0.02
H  -1.05  0.37  -0.14
H  -0.07  0.51  1.19
H  -0.74  -0.93  0.81
C  -3.50  2.79  -0.60
C  -3.10  1.29  -0.81
O  -3.11  0.64  0.42
H  -4.32  2.99  0.09
H  -3.72  3.15  -1.61
H  -2.64  3.44  -0.44
H  -2.08  1.21  -1.17
H  -3.63  0.78  -1.62
C  -0.51  -3.45  -3.38
C  -0.90  -2.18  -2.57
O  -2.22  -2.20  -1.98
H  -0.58  -4.40  -2.85
H  0.54  -3.47  -3.66
H  -1.10  -3.58  -4.28
H  -0.72  -1.25  -3.10
H  -0.32  -2.11  -1.65
C  0.85  3.70  3.04
C  -0.39  2.83  2.63
O  -0.45  1.47  2.81
H  0.52  4.71  3.29
H  1.63  3.66  2.28
H  1.29  3.35  3.98
H  -0.40  3.06  1.57
H  -1.27  3.32  3.03
C  0.31  -2.80  2.04
C  -1.15  -3.07  2.30
O  -2.02  -2.10  1.88
H  0.61  -2.60  1.01
H  0.82  -3.72  2.33
H  0.59  -1.94  2.65
H  -1.32  -3.25  3.36
H  -1.43  -4.08  1.98
C  1.31  1.82  -0.99
C  1.42  1.02  -2.08
C  2.22  -0.12  -2.05
C  3.06  -0.40  -0.93
C  2.89  0.37  0.18
C  2.03  1.49  0.19
N  4.06  -1.54  -0.92
O  4.64  -1.79  0.17
O  4.25  -2.22  -1.92
H  0.79  2.77  -1.00
H  0.82  1.12  -2.98
H  2.22  -0.56  -3.03
H  3.61  0.27  0.98
H  2.04  2.07  1.10

Taken from the natural (NBO) analysis, the atomic charges in e are: N -0.909; H 0.364; H 0.472; H 0.459; H 0.493; C -0.665; C -0.040; O -0.886; H 0.190; H 0.132; H 0.173; H 0.042; H 0.112; C -0.649; C -0.098; O -0.916; H 0.188; H 0.147; H 0.165; H 0.085; H 0.121; C -0.669; C -0.029; O -0.905; H 0.168; H 0.156; H 0.175; H 0.071; H 0.094; C -0.663; C -0.028; O -0.895; H 0.170; H 0.155; H 0.197; H 0.057; H 0.055; C -0.171; C -0.229; C -0.190; C -0.017; C -0.151; C -0.226; N 0.524; O -0.417; O -0.385; H 0.229; H 0.229; H 0.238; H 0.228; H 0.248

=====

Record 4
C14H29O5Ti as an isolated structure in a non-equilibrium geometry. Source: the OMol25 dataset; level of theory: ωB97M-V/def2-TZVPD.

Properties
HOMO (alpha / beta)	-0.1449 / -0.2952	hartree
energy relative to the best compared isomer or geometry (same formula, charge and spin)	0.0	kcal/mol
orbital gap (alpha / beta)	0.1667 / 0.3165	hartree
multiplicity	4
charge	0
E	-48339.7200	eV

Geometry (Å):
Ti  0.15  -0.19  0.31
C  3.88  -0.40  0.35
C  3.12  -0.05  1.63
O  1.88  0.52  1.41
H  4.14  0.49  -0.22
H  3.22  -1.02  -0.27
H  4.79  -0.99  0.53
H  3.77  0.62  2.22
H  3.07  -0.96  2.25
C  0.26  -4.71  0.06
C  0.59  -3.25  -0.12
O  0.56  -2.49  0.83
C  0.96  -2.78  -1.49
H  -0.81  -4.80  0.22
H  0.73  -4.99  1.01
H  0.65  -5.31  -0.75
H  1.52  -1.84  -1.45
H  0.02  -2.61  -2.02
H  1.51  -3.55  -2.02
C  2.10  1.94  -2.00
C  0.90  2.36  -1.19
O  -0.11  1.67  -1.18
C  0.98  3.64  -0.40
H  2.60  2.82  -2.41
H  1.82  1.31  -2.83
H  2.77  1.43  -1.31
H  0.62  3.41  0.60
H  0.29  4.37  -0.82
H  2.00  4.00  -0.31
C  -2.99  2.11  2.69
C  -1.62  1.67  2.28
O  -1.47  0.82  1.42
C  -0.45  2.32  2.95
H  -3.75  1.63  2.08
H  -3.12  3.19  2.66
H  -3.17  1.79  3.72
H  -0.55  2.38  4.03
H  -0.43  3.35  2.57
H  0.49  1.84  2.66
C  -2.60  -1.26  -2.96
C  -2.62  -1.03  -1.48
O  -1.48  -1.14  -0.82
C  -3.89  -0.69  -0.76
H  -2.16  -2.24  -3.20
H  -1.93  -0.50  -3.39
H  -3.59  -1.18  -3.41
H  -4.62  -0.20  -1.41
H  -3.66  0.05  0.03
H  -4.37  -1.56  -0.28

Taken from the natural (NBO) analysis, the atomic charges in e are: Ti 1.425; C -0.614; C -0.030; O -0.995; H 0.185; H 0.182; H 0.208; H 0.135; H 0.133; C -0.721; C 0.663; O -0.606; C -0.721; H 0.259; H 0.245; H 0.221; H 0.216; H 0.294; H 0.229; C -0.729; C 0.662; O -0.599; C -0.723; H 0.226; H 0.240; H 0.267; H 0.244; H 0.250; H 0.228; C -0.717; C 0.632; O -0.605; C -0.740; H 0.246; H 0.236; H 0.241; H 0.237; H 0.230; H 0.286; C -0.670; C 0.289; O -0.926; C -0.672; H 0.178; H 0.194; H 0.204; H 0.197; H 0.200; H 0.184

=====

Record 5
C14H2BF5N4O10S2W as an isolated structure in a non-equilibrium geometry. Source: the OMol25 dataset; level of theory: ωB97M-V/def2-TZVPD.

Properties
HOMO	-0.3767	hartree
energy relative to the best compared isomer or geometry (same formula, charge and spin)	53.5	kcal/mol
orbital gap	0.2596	hartree
charge	0
E	-78742.6430	eV

Geometry (Å):
W  0.90  -0.07  0.45
S  3.05  -0.85  1.00
C  3.74  0.24  2.19
S  2.74  1.34  3.09
C  5.07  0.21  2.42
C  5.93  -0.69  1.71
N  6.62  -1.41  1.14
C  5.67  1.08  3.39
N  6.14  1.80  4.15
O  -1.78  -2.21  2.59
C  -1.49  -1.58  1.63
O  -0.15  -1.36  1.32
C  -2.42  -1.01  0.63
C  -3.69  -1.56  0.53
C  -4.55  -1.06  -0.43
C  -4.19  -0.04  -1.28
C  -2.93  0.49  -1.17
C  -2.03  0.05  -0.20
O  -0.88  0.67  0.00
N  -2.53  1.54  -2.14
O  -1.36  1.62  -2.42
O  -3.42  2.22  -2.60
N  -5.90  -1.64  -0.54
O  -6.18  -2.55  0.21
O  -6.63  -1.17  -1.39
H  -3.99  -2.36  1.18
H  -4.88  0.33  -2.03
F  1.86  2.28  -3.85
C  2.23  1.54  -2.83
F  3.55  1.36  -2.88
F  1.64  0.35  -2.92
C  1.89  2.26  -1.50
O  2.04  3.42  -1.34
O  1.51  1.41  -0.53
F  0.20  -1.71  -1.56
B  1.19  -1.96  -0.68
F  1.71  -3.14  -0.60
O  0.15  1.24  2.86
C  1.18  0.89  2.38

Taken from the natural (NBO) analysis, the atomic charges in e are: W 1.465; S 0.071; C -0.246; S 0.412; C -0.302; C 0.257; N -0.242; C 0.250; N -0.238; O -0.480; C 0.799; O -0.658; C -0.272; C -0.080; C -0.018; C -0.112; C -0.047; C 0.456; O -0.719; N 0.539; O -0.369; O -0.349; N 0.536; O -0.360; O -0.360; H 0.278; H 0.287; F -0.281; C 0.897; F -0.301; F -0.311; C 0.721; O -0.449; O -0.666; F -0.476; B 1.087; F -0.455; O -0.465; C 0.201